{"formula": "C5H6BrF", "method": "ωB97M-V/def2-TZVPD", "homo_energy_ha": [-0.3252, -0.3252], "gap_ev": [8.657, 8.657], "e_above_lowest_kj_mol": 379.6, "fmax_ev_per_a": 4.45, "total_energy_ev": -78036.454, "species": ["C", "C", "C", "C", "C", "F", "Br", "H", "H", "H", "H", "H", "H"], "positions_angstrom": [[-2.4832, 1.8058, 0.3738], [0.7428, -0.9145, -0.0973], [-2.0083, 0.6804, -0.1546], [0.4289, 0.3567, -0.3539], [2.1517, -1.4059, -0.0503], [-2.5294, -0.3577, -0.7587], [1.4833, 1.8285, -0.4556], [-3.5354, 1.9413, 0.6061], [-1.8284, 2.6663, 0.7656], [0.0582, -1.6439, 0.3525], [2.2058, -2.4321, -0.6009], [2.5568, -1.8149, 0.8777], [2.7573, -0.7099, -0.5043]], "lowdin_charge": [-0.013, -0.288, -0.184, -0.621, -0.136, 0.062, 0.749, 0.051, 0.083, 0.104, 0.109, 0.077, 0.006]}

=====

{"formula": "C10H17LaNO", "method": "ωB97M-V/def2-TZVPD", "charge": -1, "homo_energy_ha": [-0.1360, -0.0793], "gap_ev": [6.301, 4.965], "fmax_ev_per_a": 6.52, "total_energy_ev": -15039.126, "species": ["C", "C", "C", "C", "C", "La", "N", "C", "C", "H", "H", "H", "H", "H", "H", "H", "H", "H", "H", "C", "C", "C", "O", "H", "H", "H", "H", "H", "H", "H"], "positions_angstrom": [[-1.7568, 1.3267, -1.2402], [-2.0227, -0.0772, -1.3151], [-0.9020, -0.7089, -1.9254], [0.0690, 0.3009, -2.2225], [-0.4729, 1.5419, -1.8238], [0.0441, 0.4065, 0.7767], [0.5072, 3.2336, 0.0410], [-0.4604, -1.0552, 2.4272], [-1.6550, -1.3196, 1.7931], [-0.8523, -1.7473, -2.2596], [-2.9371, -0.5718, -1.0021], [0.9826, 0.1660, -2.7867], [0.0266, 2.5024, -1.9488], [-2.3995, 2.0838, -0.7936], [-2.4460, -0.5677, 1.7043], [0.1975, -1.9041, 2.7025], [0.5984, 4.1502, 0.5232], [-1.9730, -2.3268, 1.4719], [-0.3347, -0.1331, 3.0874], [4.1273, -0.4169, 0.8450], [3.0532, -1.2574, 0.2094], [3.1097, -2.7191, 0.5567], [1.8017, -0.6878, 0.5460], [4.0867, -0.5294, 1.9328], [3.9944, 0.6357, 0.5854], [5.1206, -0.7114, 0.5068], [3.1729, -1.1984, -0.8727], [3.0529, -2.8747, 1.6371], [2.3089, -3.2769, 0.0677], [4.0518, -3.1457, 0.2035]], "lowdin_charge": [-0.279, -0.263, -0.222, -0.228, -0.320, 1.818, -0.280, -0.513, -0.294, 0.078, 0.076, 0.080, 0.034, 0.076, 0.018, 0.054, -0.236, 0.044, 0.031, -0.077, -0.568, -0.074, -0.529, 0.078, 0.079, 0.069, 0.125, 0.076, 0.077, 0.070]}

=====

{"formula": "C9H18NS", "method": "ωB97M-V/def2-TZVPD", "charge": 1, "homo_energy_ha": -0.4650, "gap_ev": 7.048, "e_above_lowest_kj_mol": 552.5, "fmax_ev_per_a": 4.30, "total_energy_ev": -21937.715, "species": ["C", "C", "C", "C", "C", "C", "C", "C", "C", "N", "S", "H", "H", "H", "H", "H", "H", "H", "H", "H", "H", "H", "H", "H", "H", "H", "H", "H", "H"], "positions_angstrom": [[1.0946, -1.8065, -1.9994], [2.2340, -1.5281, -1.8071], [0.2974, 1.7485, -0.7057], [-0.2475, 1.5410, 0.7885], [3.6052, -1.0047, -1.5146], [-0.3396, 0.3416, 2.9414], [-2.0781, 2.3711, -0.7623], [0.1095, -0.9295, 0.7801], [-0.1741, 0.3336, 1.5294], [-1.1199, 1.4014, -0.4255], [-2.7760, -2.9830, 0.2496], [0.1205, -2.1489, -2.3620], [0.4797, 2.7826, -0.9806], [0.8285, 1.0006, -1.1813], [-0.1859, 2.4486, 1.4435], [4.4536, -1.7096, -1.5581], [3.6287, -0.5309, -0.4967], [3.5892, -0.0927, -2.0938], [-1.3406, -0.0800, 3.0903], [0.3437, -0.4213, 3.5032], [-0.5113, 1.3679, 3.2989], [-2.2658, 2.5111, -1.7836], [-3.0542, 2.1331, -0.4106], [-1.8169, 3.2838, -0.3422], [0.5252, -0.8143, -0.1882], [-0.7679, -1.4416, 0.7401], [0.7041, -1.5686, 1.4406], [-3.4941, -3.7542, -0.6103], [-1.8418, -2.4512, -0.5836]], "lowdin_charge": [0.058, -0.185, 0.047, -0.151, -0.079, 0.013, -0.074, 0.006, -0.134, -0.080, 0.498, 0.061, 0.129, 0.066, 0.165, 0.092, 0.084, 0.071, 0.143, 0.169, 0.112, 0.093, 0.093, 0.075, 0.015, -0.005, 0.132, -0.181, -0.232]}